Entry 1:
The following is a DFT calculation (ωB97M-V/def2-TZVPD) of C2H4CaF3NO4S as an isolated structure at a distorted geometry.

Properties
**Strongest force on any atom**: 3.40 eV/Å
**HOMO energy**: -7.53 eV
**Multiplicity**: 1
**Energy above the lowest of the compared OMol25 structures with the same formula, charge and spin**: 0.00 kcal per mole

Atoms and positions in Å:
O 1.017 0.702 1.975
C 1.304 2.084 2.218
Ca 1.403 -0.271 0.173
H 0.544 2.678 1.697
H 1.263 2.289 3.295
H 2.294 2.327 1.815
O 1.277 -1.773 -1.203
H 0.424 0.268 2.657
N 0.805 -0.566 -1.867
S -0.687 -0.762 -2.379
O -1.273 0.531 -2.754
O -0.876 -1.883 -3.309
C -1.702 -1.321 -0.879
F -1.733 -2.632 -0.750
F -2.937 -0.858 -0.931
F -1.122 -0.814 0.242

natural (NBO) atomic charges, in units of e:
1. O -0.85
2. C -0.27
3. Ca 1.77
4. H 0.20
5. H 0.21
6. H 0.20
7. O -0.89
8. H 0.52
9. N -0.89
10. S 2.17
11. O -0.95
12. O -0.92
13. C 0.71
14. F -0.30
15. F -0.31
16. F -0.40

---

Entry 2:
The following is a DFT calculation (ωB97M-V/def2-TZVPD) of C23H35FeN2O7SSi as an isolated structure.

Properties
**Net charge**: -2
**⟨S²⟩**: 8.763
**Strongest force on any atom**: 1.00 eV/Å
**HOMO energy (alpha / beta)**: -1.87 / -2.50 eV
**Multiplicity**: 6
**Energy above the lowest of the compared OMol25 structures with the same formula, charge and spin**: 29.48 kcal per mole

Atoms and positions in Å:
Fe -1.119 -0.254 0.308
O -1.620 -1.844 -1.239
C -1.349 -3.212 -0.974
C -1.902 -3.652 0.378
N -1.450 -2.722 1.395
C -2.496 -2.325 2.327
C -3.669 -1.757 1.501
O -4.820 -2.065 1.818
O -3.297 -1.096 0.481
C -0.233 -3.130 2.056
C 0.666 -1.927 2.406
O 1.482 -2.075 3.319
O 0.550 -0.951 1.610
H -2.477 -1.612 -0.809
H -0.262 -3.336 -1.008
H -1.792 -3.842 -1.759
H -1.603 -4.690 0.591
H -2.992 -3.633 0.324
H -2.104 -1.527 2.963
H -2.856 -3.151 2.958
H 0.368 -3.731 1.366
H -0.417 -3.730 2.958
C 1.385 -2.255 -2.546
Si 1.272 -0.593 -1.579
C 1.047 0.727 -3.008
C 0.907 2.128 -2.397
C -0.245 0.388 -3.762
C 2.182 0.740 -4.041
C 2.995 -0.460 -0.655
C 3.234 -1.757 0.127
C 2.956 0.695 0.356
C 4.182 -0.255 -1.602
H 2.193 -2.242 -3.283
H 0.446 -2.449 -3.068
H 1.562 -3.096 -1.873
H 0.129 2.143 -1.631
H 0.639 2.859 -3.171
H 1.843 2.456 -1.937
H -1.099 0.377 -3.088
H -0.177 -0.588 -4.250
H -0.434 1.141 -4.536
H 3.114 1.117 -3.623
H 1.904 1.395 -4.876
H 2.366 -0.258 -4.448
H 2.433 -1.926 0.845
H 4.173 -1.684 0.689
H 3.306 -2.625 -0.535
H 2.154 0.537 1.078
H 2.782 1.656 -0.134
H 3.907 0.756 0.899
H 4.181 -0.977 -2.424
H 5.120 -0.379 -1.047
H 4.183 0.750 -2.025
S -4.228 2.507 -2.178
C -3.037 1.600 -1.571
N -2.147 0.940 -1.196
O -0.407 1.862 0.826
C -1.184 1.833 1.807
O -1.776 0.789 2.178
C -1.430 3.091 2.610
C -2.549 3.171 3.433
C -2.761 4.295 4.216
C -1.851 5.345 4.187
C -0.742 5.274 3.356
C -0.537 4.154 2.563
H -3.233 2.333 3.443
H -3.635 4.356 4.855
H -2.006 6.215 4.815
H -0.039 6.099 3.330
H 0.316 4.077 1.901

natural (NBO) atomic charges, in units of e:
1. Fe 1.61
2. O -0.77
3. C -0.06
4. C -0.24
5. N -0.47
6. C -0.35
7. C 0.79
8. O -0.71
9. O -0.84
10. C -0.33
11. C 0.79
12. O -0.72
13. O -0.82
14. H 0.52
15. H 0.18
16. H 0.16
17. H 0.17
18. H 0.21
19. H 0.24
20. H 0.17
21. H 0.20
22. H 0.18
23. C -1.23
24. Si 1.53
25. C -0.55
26. C -0.62
27. C -0.62
28. C -0.61
29. C -0.55
30. C -0.61
31. C -0.63
32. C -0.60
33. H 0.21
34. H 0.23
35. H 0.22
36. H 0.26
37. H 0.18
38. H 0.19
39. H 0.26
40. H 0.19
41. H 0.19
42. H 0.20
43. H 0.19
44. H 0.19
45. H 0.25
46. H 0.19
47. H 0.18
48. H 0.27
49. H 0.20
50. H 0.18
51. H 0.19
52. H 0.19
53. H 0.20
54. S -0.35
55. C 0.20
56. N -0.72
57. O -0.74
58. C 0.72
59. O -0.77
60. C -0.04
61. C -0.19
62. C -0.23
63. C -0.23
64. C -0.24
65. C -0.19
66. H 0.24
67. H 0.20
68. H 0.19
69. H 0.19
70. H 0.23

---

Entry 3:
The following is a DFT calculation (ωB97M-V/def2-TZVPD) of a 3-piece molecular cluster, C5H12 overall at a distorted geometry.

Properties
**Strongest force on any atom**: 3.72 eV/Å
**HOMO energy**: -7.57 eV
**Multiplicity**: 1
**Energy above the lowest of the compared OMol25 structures with the same formula, charge and spin**: 190.98 kcal per mole

Atoms and positions in Å:
C -2.178 0.452 0.852
C -0.634 0.824 0.185
C 1.946 0.042 -0.892
C 2.256 -0.543 0.491
C -1.526 -0.243 -0.396
H -3.124 -0.993 0.626
H -2.140 -0.030 1.825
H -0.730 1.872 -0.185
H 2.111 1.133 -0.909
H 2.490 -0.405 -1.757
H 0.919 -0.008 -1.208
H 3.125 -0.112 1.003
H 1.360 -0.279 1.118
H 2.228 -1.662 0.466
H -2.956 1.186 0.599
H -2.006 0.032 -1.344
H -1.141 -1.265 -0.474

natural (NBO) atomic charges, in units of e:
1. C -0.51
2. C -0.33
3. C -0.61
4. C -0.64
5. C -0.46
6. H 0.21
7. H 0.25
8. H 0.16
9. H 0.20
10. H 0.20
11. H 0.21
12. H 0.21
13. H 0.24
14. H 0.20
15. H 0.25
16. H 0.20
17. H 0.23

---

Entry 4:
The following is a DFT calculation (ωB97M-V/def2-TZVPD) of a 2-piece molecular cluster, C3H6BrO2P overall at a distorted geometry.

Properties
**Strongest force on any atom**: 5.30 eV/Å
**HOMO energy (alpha / beta)**: -8.96 / -8.76 eV
**Multiplicity**: 1
**Energy above the lowest of the compared OMol25 structures with the same formula, charge and spin**: 76.35 kcal per mole

Atoms and positions in Å:
C 0.679 -0.906 0.226
C -1.380 -2.165 0.138
C -0.094 3.057 -0.284
O 0.873 -0.841 1.400
O -0.321 -1.422 -0.466
P 1.893 -0.314 -1.035
Br 3.368 0.660 0.290
H -1.057 -3.063 0.473
H -2.026 -2.490 -0.565
H -1.771 -1.509 1.004
H 0.316 2.212 0.276
H -0.839 2.707 -1.073
H 0.358 4.074 -0.385

natural (NBO) atomic charges, in units of e:
1. C 0.48
2. C -0.25
3. C -0.51
4. O -0.57
5. O -0.52
6. P 0.45
7. Br -0.18
8. H 0.19
9. H 0.20
10. H 0.20
11. H 0.17
12. H 0.16
13. H 0.18

---

Entry 5:
The following is a DFT calculation (ωB97M-V/def2-TZVPD) of one molecule with the formula C3H4N2O2.

Properties
**Strongest force on any atom**: 0.62 eV/Å
**HOMO energy**: -9.12 eV
**Multiplicity**: 1
**Energy above the lowest of the compared OMol25 structures with the same formula, charge and spin**: 79.85 kcal per mole

Atoms and positions in Å:
O -2.265 0.614 -0.410
C -0.982 0.261 -0.367
N 0.015 0.887 0.100
C 1.112 -0.085 -0.067
O 2.349 0.461 -0.333
C 0.643 -1.273 -0.891
N -0.657 -1.000 -0.921
H -2.340 1.487 0.005
H 2.271 0.984 -1.137
H 1.245 -0.626 0.884
H -1.360 -1.598 -1.327

natural (NBO) atomic charges, in units of e:
1. O -0.65
2. C 0.65
3. N -0.52
4. C 0.08
5. O -0.67
6. C 0.12
7. N -0.62
8. H 0.51
9. H 0.47
10. H 0.21
11. H 0.42

---

Entry 6:
The following is a DFT calculation (ωB97M-V/def2-TZVPD) of a 2-piece molecular cluster, C2H2NO2S overall at a distorted geometry.

Properties
**Net charge**: -1
**Strongest force on any atom**: 3.01 eV/Å
**HOMO energy**: -1.87 eV
**Multiplicity**: 1
**Energy above the lowest of the compared OMol25 structures with the same formula, charge and spin**: 59.00 kcal per mole

Atoms and positions in Å:
C 2.965 0.432 -0.647
C -0.845 -0.363 0.273
N -0.325 -1.518 0.110
O 2.208 0.632 0.192
O -2.177 1.644 -0.613
S -2.418 0.213 -0.178
H 0.724 -1.492 0.330
H -0.132 0.453 0.533

natural (NBO) atomic charges, in units of e:
1. C 0.49
2. C -0.15
3. N -0.76
4. O -0.50
5. O -1.09
6. S 0.57
7. H 0.30
8. H 0.14

---

Entry 7:
The following is a DFT calculation (ωB97M-V/def2-TZVPD) of a 4-piece molecular cluster, CH10N2O3 overall.

Properties
**Strongest force on any atom**: 0.89 eV/Å
**HOMO energy**: -9.22 eV
**SMILES string**: [H]/N=C/N.O.O.O
**Multiplicity**: 1
**Energy above the lowest of the compared OMol25 structures with the same formula, charge and spin**: 9.96 kcal per mole

Atoms and positions in Å:
H -0.430 0.537 3.096
N 0.104 -0.109 2.525
C -0.676 -0.628 1.651
N -0.254 -1.602 0.812
H -1.675 -0.256 1.483
H -0.799 -1.879 0.008
H 0.597 -2.062 1.079
O 0.011 1.264 -2.393
H 0.700 1.089 -1.737
H 0.146 2.188 -2.604
O 2.194 1.311 0.282
H 2.042 0.697 1.005
H 1.995 2.153 0.687
O -1.483 -1.211 -1.793
H -1.259 -0.364 -1.389
H -1.212 -1.128 -2.713

natural (NBO) atomic charges, in units of e:
1. H 0.34
2. N -0.78
3. C 0.28
4. N -0.82
5. H 0.15
6. H 0.43
7. H 0.40
8. O -0.97
9. H 0.49
10. H 0.47
11. O -0.96
12. H 0.49
13. H 0.47
14. O -0.97
15. H 0.49
16. H 0.49

---

Entry 8:
The following is a DFT calculation (ωB97M-V/def2-TZVPD) of C28H33N7O2PdS as an isolated structure at a distorted geometry.

Properties
**Net charge**: +2
**Strongest force on any atom**: 3.31 eV/Å
**HOMO energy (alpha / beta)**: -13.92 / -13.88 eV
**Multiplicity**: 1

Atoms and positions in Å:
Pd 0.813 0.163 -0.631
C 2.952 -2.992 1.828
C 2.194 -1.800 1.349
N 1.997 -1.575 0.090
N 2.460 -2.404 -0.823
C 2.537 -2.054 -2.074
N 3.088 -2.881 -2.956
S 1.968 -0.521 -2.708
C 1.656 -0.836 2.303
C 2.087 -0.806 3.633
C 1.529 0.114 4.503
C 0.547 0.971 4.032
C 0.199 0.898 2.691
N 0.740 0.034 1.848
H 3.157 -3.653 0.987
H 2.369 -3.519 2.583
H 3.899 -2.700 2.286
H 3.497 -3.748 -2.645
H 3.190 -2.605 -3.920
H 2.862 -1.470 3.973
H 1.854 0.166 5.530
H 0.073 1.692 4.676
H -0.555 1.559 2.283
C 0.205 3.893 1.176
C 0.226 4.018 -0.311
C 0.636 5.187 -0.920
C 0.660 5.300 -2.304
C 0.252 4.239 -3.100
C -0.178 3.050 -2.542
C -0.639 1.917 -3.400
C -0.199 2.938 -1.124
N -0.663 1.757 -0.564
C -1.913 1.440 -0.446
C -2.997 2.447 -0.657
C -2.234 0.058 -0.106
C -3.627 -0.309 0.279
N -1.292 -0.809 -0.281
C -1.268 -2.160 -0.023
C -1.420 -2.702 1.277
C -1.841 -1.868 2.448
C -1.170 -4.055 1.454
C -0.795 -4.875 0.398
C -0.716 -4.354 -0.884
C -0.963 -3.015 -1.117
C -0.982 -2.454 -2.497
H 0.495 4.830 1.641
H 0.901 3.117 1.495
H -0.796 3.633 1.522
H 0.934 6.023 -0.307
H 1.007 6.214 -2.761
H 0.265 4.338 -4.174
H -0.277 2.042 -4.417
H -1.729 1.884 -3.435
H -0.275 0.958 -3.016
H -2.570 3.415 -0.913
H -3.590 2.559 0.251
H -3.682 2.149 -1.451
H -4.339 0.083 -0.447
H -3.881 0.120 1.248
H -3.731 -1.389 0.331
H -1.663 -0.810 2.278
H -1.302 -2.177 3.340
H -2.899 -2.012 2.660
H -1.287 -4.485 2.437
H -0.586 -5.920 0.572
H -0.478 -5.003 -1.713
H -0.547 -3.146 -3.209
H -0.443 -1.501 -2.541
H -2.012 -2.257 -2.794
O 2.790 1.452 0.267
N 3.044 2.124 -0.706
O 2.457 2.084 -1.752

Mulliken atomic charges, in units of e:
1. Pd -0.13
2. C -1.86
3. C 0.61
4. N 1.48
5. N -1.44
6. C 0.59
7. N -0.40
8. S -0.15
9. C 0.38
10. C -0.88
11. C -0.89
12. C -1.35
13. C -0.59
14. N 1.02
15. H 0.37
16. H 0.43
17. H 0.42
18. H 0.24
19. H 0.21
20. H 0.55
21. H 0.47
22. H 0.55
23. H 0.68
24. C -1.03
25. C 1.16
26. C -1.10
27. C -1.00
28. C -1.16
29. C 1.97
30. C -1.48
31. C -1.64
32. N 2.59
33. C 0.49
34. C -2.10
35. C 0.35
36. C -2.18
37. N 0.60
38. C -0.39
39. C 1.71
40. C -1.66
41. C -0.97
42. C -0.96
43. C -0.88
44. C 1.15
45. C -1.47
46. H 0.55
47. H 0.13
48. H 0.23
49. H 0.50
50. H 0.47
51. H 0.51
52. H 0.51
53. H 0.32
54. H 0.14
55. H 0.43
56. H 0.45
57. H 0.47
58. H 0.59
59. H 0.39
60. H 0.35
61. H 0.07
62. H 0.54
63. H 0.43
64. H 0.56
65. H 0.47
66. H 0.52
67. H 0.45
68. H 0.23
69. H 0.36
70. O -0.24
71. N 0.39
72. O -0.13